No. 1
Molecular formula: C16H24N8
Method: DFT, ωB97M-V/def2-TZVPD

Values from the calculation:
LUMO energy   0.0088 Ha
Highest occupied orbital energy   -0.422 Eh
HOMO-LUMO gap   11.73 eV
Strongest force on any atom   6.20 eV Å⁻¹
Total energy   -28898.9004 eV

Positions of all 48 atoms, in Å:
1 C 1.65236 -3.16511 1.16584
2 C 2.25606 -1.92343 0.70270
3 N 2.74904 -0.95463 0.24915
4 H 2.48381 -3.59949 1.72092
5 H 1.42870 -3.85068 0.34848
6 H 0.78004 -3.08434 1.81440
7 C 3.69768 0.10406 -4.82942
8 C 2.29477 -0.36004 -4.63877
9 N 1.22457 -0.66458 -4.42615
10 H 3.86013 0.72549 -5.71007
11 H 4.39224 -0.73066 -4.92390
12 H 3.93877 0.59252 -3.88528
13 C 2.35138 1.07662 3.60354
14 C 2.96344 2.18898 4.32610
15 N 3.50028 3.05057 4.84998
16 H 2.82223 0.98106 2.62514
17 H 1.27138 1.21558 3.55470
18 H 2.48831 0.06398 3.98291
19 C -0.03595 -0.52524 -0.83028
20 C 0.04866 0.60930 0.09828
21 N 0.09528 1.48399 0.82989
22 H -0.96292 -0.33767 -1.37218
23 H 0.00773 -1.49529 -0.33510
24 H 0.75758 -0.35444 -1.55776
25 C -4.27971 -4.02217 0.01946
26 C -2.82712 -3.69760 -0.20184
27 N -1.70628 -3.47445 -0.26019
28 H -4.42040 -5.07240 -0.23612
29 H -4.98504 -3.52690 -0.64785
30 H -4.45946 -3.73297 1.05491
31 C 1.41542 3.35122 -1.95900
32 C 2.49201 3.28263 -2.97143
33 N 3.32191 3.19959 -3.75748
34 H 1.55259 2.65731 -1.12968
35 H 0.44431 3.06160 -2.36048
36 H 1.33608 4.33268 -1.49152
37 C -1.81092 1.12418 3.45337
38 C -1.89469 -0.00306 2.57693
39 N -1.97260 -0.97358 1.88330
40 H -1.54321 1.97780 2.83066
41 H -1.12250 0.92680 4.27508
42 H -2.80746 1.29502 3.86057
43 C -3.79204 1.20713 0.12949
44 C -3.85236 1.72303 -1.21366
45 N -3.90223 2.09507 -2.30745
46 H -4.21244 0.20235 0.08703
47 H -4.32970 1.89951 0.77728
48 H -2.70972 1.12069 0.22548

---

No. 2
Molecular formula: C16H25BBrF2LiN4NaO7P
Method: DFT, ωB97M-V/def2-TZVPD

Values from the calculation:
LUMO energy   -0.1183 Ha
Highest occupied orbital energy   -0.202 Eh
HOMO-LUMO gap   2.28 eV
Strongest force on any atom   7.07 eV Å⁻¹
Total energy   -127333.1134 eV

Positions of all 59 atoms, in Å:
1 C 6.25644 -1.11972 -0.34790
2 C 5.33198 -0.91688 -1.70760
3 C 4.94581 0.65731 -1.95897
4 C 3.76581 0.71369 -3.13889
5 C 2.29112 1.16211 -2.50378
6 C 1.06561 0.31421 -3.20684
7 C 0.05352 -0.42790 -2.15041
8 C 0.52233 -1.74971 -1.23768
9 N -0.34805 -2.48105 -0.27779
10 N -1.63998 -2.06757 -0.15372
11 C -2.38638 -0.92804 -0.80670
12 P -4.23710 -0.62919 -0.41383
13 O -4.74412 -1.81634 0.54712
14 O -5.13770 -0.85781 -1.92149
15 O -4.58161 0.88162 0.38183
16 C -1.54038 0.01512 -1.89853
17 B -2.19232 1.29563 -2.70248
18 N -1.30585 2.54856 -2.90176
19 O -3.56442 1.38745 -3.24075
20 H 7.29970 -1.62966 -0.59400
21 H 6.44748 -0.06888 0.14028
22 H 5.71681 -1.84166 0.43261
23 H 4.33653 -1.57214 -1.64534
24 H 5.95599 -1.34691 -2.61775
25 H 5.86147 1.25039 -2.38300
26 H 4.48004 1.19928 -1.02269
27 H 3.75204 -0.36702 -3.60902
28 H 4.10812 1.43993 -4.01873
29 H 2.27775 1.15778 -1.33243
30 H 2.14334 2.29996 -2.83018
31 H 1.59108 -0.55720 -3.83043
32 H 0.53855 0.99675 -4.00303
33 H 1.63926 -2.11150 -1.39025
34 H -2.23416 -2.63136 0.53081
35 H -4.40841 -1.01045 -2.61850
36 H -5.47670 0.72600 0.84914
37 H -0.94596 2.58967 -3.88479
38 H -0.52827 2.46953 -2.20071
39 H -4.07540 1.93262 -2.54779
40 F 2.28167 -0.94630 2.92776
41 C 1.01235 -0.87398 3.34992
42 C 0.04413 -1.66870 2.74608
43 C -1.27668 -1.59748 3.18877
44 C -1.61679 -0.72336 4.22415
45 C -0.63868 0.07392 4.82044
46 C 0.68388 -0.00573 4.38508
47 H 0.32541 -2.33561 1.93765
48 H -2.03968 -2.22033 2.72850
49 H -2.64791 -0.66488 4.56610
50 H -0.90652 0.75651 5.62334
51 H 1.45842 0.60022 4.84339
52 Br -5.37670 1.67011 -3.96863
53 N -3.87675 2.12008 5.37754
54 O -2.63686 2.18942 5.41081
55 O -4.54928 3.13638 5.13736
56 O -4.44390 1.03456 5.58439
57 Na -2.97670 -3.40846 1.60610
58 Li 2.72330 1.68628 5.29031
59 F -6.57670 2.27076 -1.56314

---

No. 3
Molecular formula: C16H25Br2F6INO2
Method: DFT, ωB97M-V/def2-TZVPD

Values from the calculation:
LUMO energy   -0.1085 Ha
Highest occupied orbital energy   -0.433 Eh
HOMO-LUMO gap   8.82 eV
Charge   +1
Strongest force on any atom   0.51 eV Å⁻¹
Total energy   -187067.0343 eV

Positions of all 53 atoms, in Å:
1 C 1.24665 -3.23466 1.57556
2 C 1.67157 -1.88802 0.99457
3 O 2.07404 -1.97313 -0.35999
4 C 0.54439 -0.86064 1.18062
5 C 0.65112 0.57693 0.61928
6 C 1.75625 1.07845 -0.33334
7 C 3.21852 0.77079 -0.01457
8 C 4.07608 2.01256 0.24781
9 C 4.45127 2.97443 -0.89738
10 I 3.96187 2.40237 -2.88346
11 O 1.34541 0.60598 -1.61561
12 C -0.03842 0.48505 -1.70424
13 C -0.43201 -0.92523 -2.18617
14 C -1.50054 -0.99328 -3.29819
15 C -2.93084 -1.28181 -2.87704
16 F -3.62711 -1.86836 -3.84527
17 F -2.99745 -2.09373 -1.79044
18 F -3.60128 -0.14820 -2.54486
19 N -0.51049 0.91701 -0.30538
20 C -1.90612 0.56182 0.07847
21 C -2.21093 0.88828 1.53826
22 C -3.47419 0.13876 1.96848
23 F -4.39227 0.16570 0.94766
24 Br -3.07807 -1.72930 2.35529
25 C -4.17712 0.79562 3.17759
26 F -4.56943 2.02672 2.79179
27 F -5.26852 0.10545 3.51115
28 Br -3.01577 0.97020 4.71175
29 H 1.92859 -4.00980 1.21363
30 H 1.26771 -3.23155 2.66489
31 H 0.23418 -3.49863 1.24478
32 H 2.54223 -1.55118 1.56667
33 H 1.75369 -2.79980 -0.73240
34 H 0.42559 -0.75725 2.26650
35 H -0.39023 -1.32290 0.84480
36 H 0.58997 1.28044 1.45129
37 H 1.64714 2.17884 -0.33712
38 H 3.62959 0.12783 -0.79597
39 H 3.25386 0.17928 0.90175
40 H 3.57830 2.59870 1.02925
41 H 5.00783 1.65351 0.69631
42 H 5.53209 3.11170 -0.91807
43 H 4.01553 3.96008 -0.73425
44 H -0.45593 1.23155 -2.39545
45 H 0.50465 -1.31378 -2.59515
46 H -0.68110 -1.58568 -1.35386
47 H -1.50982 -0.06527 -3.87416
48 H -1.22993 -1.78626 -4.00041
49 H -0.47662 1.93683 -0.34662
50 H -2.56401 1.13000 -0.58018
51 H -2.07283 -0.49090 -0.12949
52 H -2.39411 1.96031 1.67084
53 H -1.40302 0.58419 2.20013